Below is a cluster of 2 separate species, C13H19N in total, with properties calculated with wB97M-V/def2-TZVPD.

Computed properties:
- SMILES = Cc1c[nH]c2ccccc12.CC(C)C
- HOMO energy (eV) = -7.93
- energy relative to the best compared isomer or geometry (same formula, charge and spin) (kJ/mol) = 289.1
- Kohn-Sham gap (eV) = 8.824
- LUMO (eV) = 0.89

Positions of all 33 atoms, in Å:
C1 -4.6382 -0.9376 1.0596
C2 -1.9983 -0.5560 -1.4719
C3 -2.7207 0.0681 -0.2967
C4 -3.7838 -0.8811 -0.0782
C5 -3.7882 -1.8588 -1.0599
C6 -0.9408 0.2063 -2.0447
C7 -0.4193 1.2374 -1.3238
C8 -1.0511 1.8043 -0.2369
C9 -2.2216 1.2401 0.2354
N1 -2.6069 -1.7313 -1.8349
H1 -0.5920 -0.1810 -3.0187
H2 0.4149 1.7112 -1.7207
H3 -2.6043 -1.9675 -2.9105
H4 -0.6870 2.7276 0.0845
H5 -4.6524 -2.5571 -1.1699
H6 -2.7845 1.5990 1.1815
H7 -4.2570 -1.0018 2.0517
H8 -5.2098 -1.8460 1.1506
H9 -5.5465 -0.2482 1.0255
C10 3.2400 0.3985 0.8598
C11 3.5316 -1.1911 0.7106
C12 4.2264 0.8447 2.0448
C13 3.2370 0.9630 -0.5279
H10 2.2359 0.5192 1.5031
H11 3.3068 -1.7033 1.5688
H12 5.2474 0.5767 1.8466
H13 4.1445 1.9159 2.2031
H14 3.9267 0.2745 2.9557
H15 2.7059 0.2459 -1.3334
H16 2.5725 1.8609 -0.5767
H17 4.2055 1.3247 -0.9370
H18 4.5392 -1.2544 0.1579
H19 2.9679 -1.6029 -0.0972

---

Below is a cluster of 10 separate species, C29H85Br2O36P9 in total, with properties calculated with wB97M-V/def2-TZVPD.

Computed properties:
- SMILES = COP(=O)(OC)OC.COP(=O)(OC)OC.COP(=O)(OC)OC.COP(=O)(OC)OC.COP(=O)(OC)OC.COP(=O)(OC)OC.COP(=O)(OC)OC.COP(=O)(OC)OC.COP(=O)(OC)OC.BrCCBr
- HOMO energy (eV) = -10.43
- energy relative to the best compared isomer or geometry (same formula, charge and spin) (kJ/mol) = 597.3
- Kohn-Sham gap (eV) = 10.371
- LUMO (eV) = -0.06

Positions of all 161 atoms, in Å:
Br1 5.8038 -1.6234 5.1395
C1 5.7404 -3.1380 3.9102
C2 6.4163 -2.8860 2.5266
Br2 6.1339 -4.3342 1.2765
H1 4.7179 -3.4569 3.7079
H2 6.2884 -3.9054 4.4569
H3 7.4939 -2.7375 2.5974
H4 6.0260 -1.9610 2.1022
C3 2.0414 6.4053 0.8135
O1 2.8706 6.2965 1.9582
P1 4.3650 6.9743 2.0901
O2 4.5398 8.2865 1.4106
O3 4.7081 6.8847 3.6502
C4 4.1466 7.7375 4.6374
O4 5.3359 5.9013 1.3992
C5 5.1394 4.5399 1.5641
H5 2.6243 7.0092 0.1180
H6 1.0060 6.7224 0.9382
H7 1.9059 5.4281 0.3501
H8 3.2738 7.2624 5.0852
H9 3.9297 8.7325 4.2486
H10 4.9757 7.8098 5.3412
H11 5.2639 4.0275 0.6102
H12 4.1739 4.2975 2.0082
H13 6.0128 4.2385 2.1425
C6 -1.7811 -9.5939 -3.5982
O5 -2.3457 -10.5947 -2.7398
P2 -1.8846 -10.5481 -1.1950
O6 -2.2224 -9.3466 -0.5054
O7 -0.3542 -11.0481 -1.1462
C7 0.6410 -10.1434 -0.9396
O8 -2.7471 -11.8133 -0.6225
C8 -2.2956 -12.7981 0.2406
H14 -1.7792 -8.5610 -3.2501
H15 -2.2933 -9.3705 -4.5341
H16 -0.8426 -9.9154 -4.0499
H17 1.6273 -10.3408 -1.3596
H18 0.7910 -10.2132 0.1378
H19 0.3747 -9.1079 -1.1515
H20 -1.2214 -12.8268 0.0582
H21 -2.7395 -13.7507 -0.0486
H22 -2.6239 -12.7097 1.2762
C9 4.3756 -5.2403 -10.2372
O9 5.5640 -4.6286 -10.7801
P3 7.0982 -4.5323 -10.0727
O10 7.7108 -5.8534 -10.1316
O11 6.8946 -3.9786 -8.5277
C10 7.5204 -4.5727 -7.4199
O12 7.6683 -3.2306 -10.8501
C11 6.9407 -2.0087 -10.8453
H23 4.4649 -5.7537 -9.2798
H24 3.9520 -5.8463 -11.0381
H25 3.6142 -4.4995 -9.9929
H26 6.8679 -4.5928 -6.5470
H27 8.3092 -3.9822 -6.9539
H28 7.8015 -5.5810 -7.7238
H29 6.2343 -1.8822 -10.0248
H30 6.3328 -2.0718 -11.7479
H31 7.4724 -1.0572 -10.8412
C12 2.8907 -2.3419 -3.0564
O13 1.6705 -2.3322 -2.1914
P4 1.7225 -1.3788 -0.8180
O14 2.5110 -0.1298 -0.9915
O15 0.2067 -1.1917 -0.3715
C13 -0.0340 -0.1045 0.5170
O16 2.1925 -2.4703 0.3607
C14 1.6228 -3.7669 0.5174
H32 2.7909 -2.0709 -4.1075
H33 3.2540 -3.3677 -2.9948
H34 3.7285 -1.7535 -2.6822
H35 -0.2157 -0.2526 1.5815
H36 -1.0910 -0.0321 0.2611
H37 0.4831 0.8476 0.3979
H38 1.3150 -3.7447 1.5628
H39 2.2653 -4.6413 0.4141
H40 0.7015 -3.9003 -0.0496
C15 -2.9918 -2.1635 7.3830
O17 -3.7760 -2.4465 6.2367
P5 -3.8530 -4.0031 5.8813
O18 -2.5516 -4.5629 5.3830
O19 -4.4707 -4.6711 7.2486
C16 -5.5788 -5.6188 7.1548
O20 -5.0386 -4.1243 4.8144
C17 -4.8372 -4.4935 3.4698
H41 -3.4903 -1.6037 8.1743
H42 -2.1099 -1.6392 7.0148
H43 -2.5223 -3.0110 7.8826
H44 -6.5680 -5.1850 7.0087
H45 -5.6203 -6.0713 8.1456
H46 -5.6019 -6.4009 6.3959
H47 -5.7521 -4.2358 2.9362
H48 -4.8320 -5.5823 3.4174
H49 -3.9947 -3.9635 3.0257
C18 -2.3918 6.0627 10.6836
O21 -1.7545 5.9119 9.4881
P6 -0.4101 4.9803 9.3549
O22 -0.6922 3.5492 9.5275
O23 0.6854 5.6885 10.3912
C19 1.0906 6.9506 10.1572
O24 0.1389 5.3582 7.8803
C20 0.8888 4.4244 7.0144
H50 -1.6344 5.9748 11.4626
H51 -3.0050 5.1683 10.7935
H52 -2.8747 7.0268 10.8429
H53 2.0515 6.9377 10.6715
H54 0.3321 7.5991 10.5957
H55 1.0564 7.2423 9.1075
H56 0.8210 3.3997 7.3797
H57 1.9240 4.7529 6.9222
H58 0.3692 4.4016 6.0565
C21 -3.6734 -0.5412 -3.3507
O25 -4.3679 0.0017 -2.2176
P7 -5.6192 1.0731 -2.4658
O26 -6.8033 0.5164 -3.0491
O27 -5.8744 1.8553 -1.0001
C22 -6.3962 1.0830 0.1594
O28 -4.9312 2.3385 -3.3217
C23 -3.7913 2.9863 -2.7761
H59 -3.7775 -1.6156 -3.5016
H60 -2.6344 -0.2288 -3.2460
H61 -3.9911 0.0580 -4.2040
H62 -5.4252 0.8031 0.5679
H63 -7.0038 0.2064 -0.0656
H64 -6.9297 1.6955 0.8863
H65 -2.8879 2.5120 -3.1595
H66 -3.7142 3.0282 -1.6896
H67 -3.8044 4.0316 -3.0846
C24 -6.7174 7.6550 2.4077
O29 -6.0422 6.9143 3.4009
P8 -4.5023 7.1985 3.8787
O30 -3.7294 8.2949 3.1388
O31 -4.7279 7.4363 5.4514
C25 -5.4140 8.6537 5.8195
O32 -3.9117 5.6529 3.6733
C26 -4.3526 4.6210 4.5365
H68 -6.1003 7.7307 1.5125
H69 -7.1587 8.5424 2.8615
H70 -7.6323 7.2250 1.9999
H71 -5.8538 8.4522 6.7963
H72 -6.2711 8.8519 5.1760
H73 -4.7329 9.5045 5.8006
H74 -3.6038 4.5110 5.3209
H75 -4.4542 3.6210 4.1150
H76 -5.2644 4.9907 5.0057
C27 0.7879 -0.1687 -9.4039
O33 0.7523 1.1867 -9.1081
P9 2.0895 2.1099 -9.3326
O34 3.2472 1.6111 -8.5623
O35 2.2706 2.1924 -10.9135
C28 1.1879 2.5623 -11.7832
O36 1.5206 3.6218 -8.8733
C29 1.1143 3.8683 -7.4903
H77 1.6396 -0.7928 -9.1334
H78 0.4423 -0.4098 -10.4092
H79 -0.0216 -0.5861 -8.8052
H80 0.7613 3.5339 -11.5340
H81 0.5414 1.6911 -11.6774
H82 1.6196 2.5734 -12.7840
H83 1.6690 3.2245 -6.8077
H84 0.0360 3.7095 -7.4997
H85 1.3566 4.8754 -7.1511

---

Below is a cluster of 12 separate species, C30H76F36N6O5P6 in total, with properties calculated with wB97M-V/def2-TZVPD.

Computed properties:
- HOMO energy (eV) = -9.35
- Kohn-Sham gap (eV) = 7.196
- LUMO (eV) = -2.16

Positions of all 159 atoms, in Å:
C1 0.2621 0.3744 -1.1117
C2 -1.2326 -0.0351 -1.2306
O1 -2.1120 0.3449 -0.4968
N1 -1.6501 -1.0238 -2.3210
H1 -0.8895 -1.6241 -2.6060
H2 -2.4117 -1.6405 -2.0765
C3 -1.9650 -0.2731 -3.6097
H3 0.6901 0.0289 -2.0528
H4 0.8063 -0.0617 -0.2740
H5 0.3935 1.4560 -1.0830
H6 -1.1398 0.3667 -3.9224
H7 -2.9242 0.2312 -3.4917
H8 -2.2138 -1.0549 -4.3273
C4 -0.0670 -0.1183 -12.3648
C5 0.4499 0.8994 -13.3689
O2 -0.1220 1.1449 -14.4806
N2 1.7317 1.6853 -12.9694
H9 2.0106 1.3803 -12.0479
H10 2.5404 1.4949 -13.5437
C6 1.5368 3.1922 -12.8938
H11 -0.1352 0.2983 -11.3599
H12 0.4795 -1.0577 -12.2826
H13 -1.0632 -0.4230 -12.6856
H14 2.5539 3.4706 -12.6181
H15 0.8253 3.6127 -12.1831
H16 1.3079 3.5413 -13.9007
C7 9.1839 0.3167 -1.1798
C8 9.8785 0.2694 0.1900
O3 9.7598 -0.6276 1.0027
N3 10.5094 1.5712 0.6578
H17 11.1073 1.9742 -0.0495
H18 9.7356 2.2118 0.7629
C9 11.4152 1.4242 1.8981
H19 8.3712 1.0295 -1.0398
H20 8.5434 -0.5548 -1.3151
H21 9.8278 0.4240 -2.0527
H22 11.6229 2.4555 2.1837
H23 12.2363 0.7571 1.6358
H24 10.7822 0.9132 2.6235
C10 -8.8806 -0.6152 8.2531
N4 -9.4462 -1.2585 6.8873
C11 -9.4673 -2.8152 7.0823
C12 -10.9433 -0.8030 6.6955
C13 -8.5976 -0.8694 5.6781
C14 -8.5781 0.6219 5.3661
O4 -7.9484 1.5959 6.2669
H25 -7.7970 -0.7294 8.2848
H26 -9.2827 -1.2182 9.0672
H27 -9.2643 0.4045 8.2191
H28 -10.1864 -3.2495 6.3878
H29 -9.6748 -3.1886 8.0851
H30 -8.4697 -3.0822 6.7337
H31 -11.2233 -0.8512 5.6432
H32 -11.1400 0.2403 6.9422
H33 -11.5470 -1.4718 7.3089
H34 -9.0040 -1.4173 4.8280
H35 -7.5849 -1.2673 5.7428
H36 -9.5221 1.0662 5.0505
H37 -8.1124 0.7420 4.3879
H38 -7.6227 2.3345 5.7473
C15 0.1174 7.2516 -3.8435
N5 0.5064 8.6270 -4.4134
C16 -0.2306 8.9839 -5.6957
C17 0.1364 9.7576 -3.3907
C18 2.0609 8.6631 -4.5930
C19 2.9999 8.1217 -3.4633
O5 2.8985 8.9296 -2.2890
H39 0.8085 6.5509 -4.3122
H40 -0.9252 7.0402 -4.0810
H41 0.1742 7.2053 -2.7560
H42 -0.0339 10.0480 -5.8264
H43 -1.3073 8.8228 -5.6421
H44 0.1889 8.3338 -6.4635
H45 0.6036 9.6551 -2.4113
H46 -0.9518 9.8156 -3.3670
H47 0.5103 10.7211 -3.7371
H48 2.4159 9.6771 -4.7770
H49 2.1706 8.0561 -5.4916
H50 4.0063 8.1229 -3.8820
H51 2.8135 7.0511 -3.3781
H52 3.7475 8.8704 -1.8448
C20 1.4701 -10.3784 4.7438
C21 1.5813 -9.5185 6.0703
C22 2.0178 -8.0705 5.8878
C23 1.7130 -7.1304 7.0709
N6 2.2060 -5.7006 6.8492
C24 1.2767 -5.0157 5.8830
C25 1.4591 -3.4636 6.1746
C26 1.4685 -3.4444 7.6644
C27 1.9773 -4.8106 8.0744
C28 3.6729 -5.6344 6.3725
C29 4.6976 -6.3616 7.1643
C30 6.0698 -6.4280 6.4561
H53 2.4457 -10.5564 4.2914
H54 0.7526 -10.0355 3.9983
H55 1.1257 -11.3590 5.0724
H56 2.3337 -10.0098 6.6872
H57 0.6084 -9.5673 6.5593
H58 1.5712 -7.6769 4.9748
H59 3.1073 -8.0386 5.8781
H60 2.1804 -7.4256 8.0103
H61 0.6614 -7.0799 7.3530
H62 1.4351 -5.2822 4.8380
H63 0.2945 -5.4028 6.1543
H64 2.4205 -3.0351 5.8914
H65 0.6085 -2.8898 5.8070
H66 2.1484 -2.6442 7.9569
H67 0.4610 -3.3828 8.0757
H68 2.9057 -4.8051 8.6454
H69 1.2689 -5.2889 8.7508
H70 3.7820 -4.5500 6.3880
H71 3.7102 -5.9566 5.3319
H72 4.3838 -7.3396 7.5291
H73 4.8734 -5.8670 8.1195
H74 6.8346 -6.7517 7.1621
H75 6.4594 -5.5075 6.0216
H76 6.1206 -7.1278 5.6219
P1 5.7369 3.7794 4.2498
F1 4.0773 3.8278 3.9386
F2 5.8822 2.1513 3.8951
F3 6.1180 4.1400 2.7507
F4 7.3214 3.7352 4.6110
F5 5.7256 5.3567 4.5229
F6 5.4721 3.3652 5.7756
P2 1.5380 -6.5720 -1.8500
F7 0.9720 -8.0923 -1.9061
F8 0.7686 -5.9675 -3.1795
F9 0.1712 -6.0532 -1.0353
F10 2.0198 -5.0122 -1.5683
F11 2.1467 -6.9108 -0.4252
F12 2.9385 -6.9232 -2.6542
P3 -7.8474 -4.2460 -1.5404
F13 -8.9548 -4.5647 -2.6414
F14 -7.6506 -5.8421 -1.2956
F15 -6.7019 -4.2648 -2.6893
F16 -6.7655 -4.0012 -0.3465
F17 -7.9843 -2.6635 -1.7834
F18 -8.9574 -4.2655 -0.3734
P4 -5.4978 7.4806 1.7419
F19 -6.2005 8.8569 1.1208
F20 -4.0480 8.0652 1.4146
F21 -5.5844 8.2588 3.1404
F22 -4.8159 6.1495 2.4049
F23 -7.0059 6.8676 1.9738
F24 -5.4552 6.8635 0.1885
P5 -5.1221 4.4807 -9.3080
F25 -4.6878 4.8010 -10.8464
F26 -5.0282 2.8476 -9.5655
F27 -3.5778 4.6369 -8.9184
F28 -5.4139 4.2395 -7.7282
F29 -5.4537 6.0394 -9.0546
F30 -6.6972 4.4012 -9.6457
P6 3.9067 0.8265 -7.0841
F31 2.9960 -0.3660 -6.4935
F32 3.8919 1.6277 -5.6534
F33 5.2483 0.0241 -6.7564
F34 4.8108 2.0121 -7.7672
F35 4.0372 0.0844 -8.5051
F36 2.5150 1.5155 -7.6576

---

Below is a cluster of 2 separate species, C28H30NO2S in total, with properties calculated with wB97M-V/def2-TZVPD.

Computed properties:
- total charge = +1
- HOMO energy (eV) = -8.59
- energy relative to the best compared isomer or geometry (same formula, charge and spin) (kJ/mol) = 239.6
- Kohn-Sham gap (eV) = 3.724
- LUMO (eV) = -4.87

Positions of all 62 atoms, in Å:
C1 3.1226 -1.7324 -0.1344
O1 1.9763 -1.9934 0.6960
C2 0.8797 -1.1637 0.7908
C3 1.0422 0.1166 1.4695
C4 -0.0762 0.9706 1.6027
C5 -0.0480 2.0415 2.4910
C6 1.0656 2.2213 3.3261
C7 2.1970 1.4176 3.1512
C8 2.2271 0.4228 2.1804
C9 -0.2902 -1.9609 0.9094
N1 -0.7374 -2.3791 2.1503
C10 -0.5938 -1.5495 3.3375
C11 -1.1931 -3.6768 2.2052
C12 -1.5591 -4.3036 3.5117
C13 -1.0657 -4.3163 1.0097
C14 -1.1537 -5.7826 0.7937
S1 -0.5524 -3.2579 -0.2455
H1 3.9034 -2.4038 0.2457
H2 2.8624 -2.0209 -1.1620
H3 3.4411 -0.6811 -0.0763
H4 -0.9669 0.7399 1.0115
H5 -0.9106 2.7023 2.5754
H6 1.0448 2.9820 4.1082
H7 3.0748 1.5514 3.7884
H8 3.1229 -0.1783 2.0122
H9 -1.0004 -2.0801 4.1997
H10 0.4640 -1.3373 3.5474
H11 -1.1426 -0.6066 3.2376
H12 -2.1083 -5.2315 3.3160
H13 -0.6780 -4.5757 4.1161
H14 -2.2129 -3.6795 4.1339
H15 -1.8776 -6.2426 1.4762
H16 -1.4454 -6.0058 -0.2387
H17 -0.1820 -6.2712 0.9676
C15 -4.7537 3.2582 -3.3517
O2 -4.2445 1.9107 -3.4687
C16 -3.2109 1.5513 -2.6676
C17 -2.6791 0.2511 -2.8595
C18 -1.4639 -0.0728 -2.3110
C19 -0.6856 0.9096 -1.6370
C20 0.7142 0.7099 -1.4660
C21 1.6758 1.6803 -1.8799
C22 3.0349 1.2734 -2.0009
C23 4.0274 2.1822 -2.3221
C24 3.7044 3.5099 -2.6504
C25 2.3580 3.9045 -2.6671
C26 1.3535 3.0139 -2.2995
C27 -1.3557 2.0995 -1.2357
C28 -2.5874 2.4328 -1.7543
H18 -5.6033 3.2765 -4.0334
H19 -5.0792 3.4582 -2.3224
H20 -4.0034 3.9987 -3.6650
H21 -3.2161 -0.4319 -3.5127
H22 -1.0297 -1.0553 -2.4845
H23 1.0761 -0.3131 -1.3671
H24 3.2693 0.2121 -1.8878
H25 5.0679 1.8594 -2.3365
H26 4.4925 4.2216 -2.8902
H27 2.0973 4.9163 -2.9814
H28 0.3031 3.3108 -2.3647
H29 -0.8645 2.7880 -0.5452
H30 -3.0267 3.4088 -1.5415